{"formula": "C2H5OP", "method": "wB97M-V/def2-TZVPD", "species": ["C", "C", "O", "P", "H", "H", "H", "H", "H"], "xyz": [[-0.988, 0.166, -0.326], [0.053, 0.437, 0.697], [0.799, -0.554, 1.192], [0.472, 1.037, -1.024], [-1.024, -0.794, -0.655], [-1.941, 0.847, -0.344], [0.168, 1.238, 1.362], [0.771, -1.239, 0.453], [1.689, -1.138, -1.356]], "gap_ev": [7.808, 7.643], "de_lowest_kcal_mol": 109.1, "homo_ev": [-8.830, -8.699]}

=====

{"formula": "C2H3F2IO", "method": "wB97M-V/def2-TZVPD", "species": ["C", "C", "O", "F", "F", "I", "H", "H", "H"], "xyz": [[-0.712, 0.083, -0.382], [1.174, 0.495, -0.255], [-0.929, -1.159, 0.127], [1.639, 0.804, -1.461], [1.796, -0.666, 0.133], [-1.682, 1.489, 0.926], [-0.996, 0.450, -1.283], [1.457, 1.358, 0.288], [-0.205, -1.610, 0.593]], "gap_ev": 10.048, "de_lowest_kcal_mol": 51.0, "homo_ev": -9.571}

=====

{"formula": "C10H26Cl8N6O12", "method": "wB97M-V/def2-TZVPD", "species": ["C", "N", "O", "O", "H", "H", "H", "C", "N", "O", "O", "H", "H", "H", "C", "N", "O", "O", "H", "H", "H", "C", "N", "O", "O", "H", "H", "H", "C", "N", "O", "O", "H", "H", "H", "C", "N", "O", "O", "H", "H", "H", "C", "Cl", "Cl", "H", "H", "C", "Cl", "Cl", "H", "H", "C", "Cl", "Cl", "H", "H", "C", "Cl", "Cl", "H", "H"], "xyz": [[-0.639, -4.956, 2.035], [-0.842, -5.086, 3.485], [-1.246, -4.122, 4.078], [-0.567, -6.147, 3.994], [-1.456, -4.419, 1.562], [-0.560, -5.933, 1.568], [0.292, -4.455, 1.780], [-1.429, 1.233, 3.106], [-2.665, 0.676, 3.706], [-3.741, 1.022, 3.252], [-2.526, -0.093, 4.638], [-1.715, 1.977, 2.372], [-0.877, 0.386, 2.714], [-0.881, 1.671, 3.938], [2.965, 2.395, -2.210], [1.555, 2.645, -2.609], [0.726, 1.828, -2.227], [1.300, 3.631, -3.272], [3.286, 1.516, -2.768], [2.940, 2.143, -1.155], [3.590, 3.245, -2.452], [-3.044, -2.301, -0.536], [-2.730, -1.360, 0.588], [-2.706, -1.812, 1.700], [-2.490, -0.209, 0.307], [-2.445, -3.183, -0.332], [-2.614, -1.833, -1.418], [-4.118, -2.397, -0.627], [-2.586, 2.103, -2.106], [-2.511, 2.949, -0.896], [-3.518, 3.008, -0.217], [-1.494, 3.561, -0.642], [-3.362, 1.362, -1.971], [-1.620, 1.612, -2.193], [-2.782, 2.730, -2.970], [4.740, 1.760, 1.664], [4.274, 1.843, 3.066], [5.122, 2.079, 3.898], [3.102, 1.693, 3.299], [4.701, 0.725, 1.338], [5.759, 2.126, 1.628], [4.085, 2.383, 1.059], [-0.288, -4.564, -2.635], [-0.837, -5.690, -1.370], [0.767, -5.395, -3.770], [-1.191, -4.219, -3.124], [0.273, -3.744, -2.205], [1.216, 4.540, 1.194], [2.568, 5.186, 0.240], [1.037, 2.812, 1.006], [1.358, 4.823, 2.231], [0.307, 5.012, 0.833], [-0.235, -0.320, -4.689], [-1.731, 0.339, -5.393], [-0.522, -1.117, -3.130], [0.249, -1.030, -5.349], [0.429, 0.519, -4.512], [0.964, -0.481, 0.108], [2.701, -0.594, -0.281], [0.355, -2.139, 0.291], [0.869, 0.029, 1.059], [0.435, 0.040, -0.681]], "gap_ev": 9.982, "de_lowest_kcal_mol": 2.4, "homo_ev": -10.472, "smiles": "C[N+](=O)[O-].C[N+](=O)[O-].C[N+](=O)[O-].C[N+](=O)[O-].C[N+](=O)[O-].C[N+](=O)[O-].ClCCl.ClCCl.ClCCl.ClCCl"}

=====

{"formula": "C4H3ClN2S", "method": "wB97M-V/def2-TZVPD", "species": ["C", "C", "C", "C", "H", "H", "H", "N", "N", "S", "Cl"], "xyz": [[0.388, -0.712, 1.156], [0.983, 0.150, 0.147], [0.554, 1.297, -0.414], [-0.756, 1.588, -0.035], [-1.993, -2.196, -0.869], [0.695, -0.820, 2.145], [1.137, 1.804, -1.341], [-0.558, -1.371, 0.616], [-1.992, 1.675, -0.069], [-1.092, -1.244, -0.874], [2.635, -0.171, -0.463]], "gap_ev": 9.081, "de_lowest_kcal_mol": 75.8, "homo_ev": -9.479, "smiles": "N#C/C=C(Cl)\\C=N/S"}

=====

{"formula": "C6H31NO10", "method": "wB97M-V/def2-TZVPD", "species": ["C", "C", "C", "O", "C", "N", "C", "C", "H", "H", "H", "H", "H", "H", "H", "H", "H", "H", "H", "H", "H", "H", "H", "O", "H", "H", "O", "H", "H", "O", "H", "H", "O", "H", "H", "O", "H", "H", "O", "H", "H", "O", "H", "H", "O", "H", "H", "O"], "xyz": [[0.146, -0.104, -1.854], [-1.268, 0.476, -1.747], [-1.293, 1.966, -1.682], [-0.578, 2.701, -1.032], [0.813, -0.473, -0.535], [1.629, 0.628, -0.047], [2.210, 0.418, 1.259], [2.915, 1.688, 1.750], [0.161, -0.988, -2.483], [0.749, 0.588, -2.445], [-1.794, 0.165, -0.834], [-1.867, 0.110, -2.578], [-1.963, 2.501, -2.388], [1.525, -1.276, -0.730], [0.065, -0.846, 0.173], [1.150, 1.524, -0.070], [2.902, -0.428, 1.207], [1.512, 0.079, 2.039], [3.952, 1.690, 1.431], [2.840, 1.736, 2.834], [2.442, 2.582, 1.341], [-2.134, -0.577, 1.383], [-2.462, -1.622, 2.473], [-2.729, -1.309, 1.596], [2.119, 2.395, -4.637], [2.908, 1.111, -4.157], [2.157, 1.688, -3.988], [-1.577, -3.815, 1.866], [0.021, -3.785, 1.934], [-0.766, -3.496, 1.471], [-2.434, -2.058, -1.262], [-3.228, -2.108, 0.036], [-3.308, -2.269, -0.923], [-4.886, 0.870, 2.819], [-3.869, 0.200, 2.021], [-3.922, 0.802, 2.791], [-2.672, -0.101, 4.415], [-1.395, 0.084, 3.543], [-1.882, -0.543, 4.091], [-0.571, 1.721, 1.072], [-1.818, 2.046, 1.928], [-1.247, 1.323, 1.640], [2.615, -1.852, -2.932], [2.067, -3.086, -2.210], [1.872, -2.469, -2.921], [2.889, 0.611, -1.623], [4.301, 1.115, -1.921], [3.703, 0.388, -2.112]], "gap_ev": 9.466, "de_lowest_kcal_mol": 33.6, "homo_ev": -9.091, "smiles": "CCNCCCC=O.O.O.O.O.O.O.O.O.O"}

=====

{"formula": "C3H3N3O4", "method": "wB97M-V/def2-TZVPD", "species": ["C", "C", "C", "N", "N", "N", "O", "O", "O", "O", "H", "H", "H"], "xyz": [[-0.791, -0.375, -1.526], [-2.480, 1.021, 0.829], [0.534, -0.219, -0.751], [-1.736, -0.629, -2.118], [0.744, -1.011, 0.332], [1.296, 0.900, -0.920], [-1.493, 1.588, 0.595], [-3.458, 0.474, 1.031], [0.145, -2.029, 0.724], [1.937, -0.804, 1.067], [2.269, 0.740, -0.788], [1.935, -1.359, 1.837], [1.097, 1.702, -0.313]], "gap_ev": [9.230, 9.229], "de_lowest_kcal_mol": 33.3, "homo_ev": [-9.500, -9.501]}

=====

{"formula": "C36H27N2O2", "method": "wB97M-V/def2-TZVPD", "species": ["C", "C", "C", "N", "C", "C", "C", "C", "C", "N", "C", "C", "H", "H", "H", "H", "H", "H", "H", "C", "O", "C", "C", "C", "C", "C", "C", "C", "C", "C", "C", "C", "C", "C", "C", "C", "O", "C", "C", "C", "C", "C", "C", "C", "C", "C", "C", "H", "H", "H", "H", "H", "H", "H", "H", "H", "H", "H", "H", "H", "H", "H", "H", "H", "H", "H", "H"], "xyz": [[-2.083, 2.862, -1.743], [-1.011, 1.767, -1.516], [0.294, 2.456, -1.352], [1.307, 3.043, -1.324], [-0.908, 0.886, -2.804], [-2.075, 0.366, -3.386], [-2.001, -0.379, -4.563], [-0.753, -0.715, -5.100], [-0.647, -1.672, -6.170], [-0.545, -2.489, -7.004], [0.404, -0.156, -4.556], [0.326, 0.621, -3.395], [-3.068, 2.419, -1.921], [-2.132, 3.526, -0.873], [-1.780, 3.451, -2.620], [-3.044, 0.568, -2.920], [-2.912, -0.713, -5.065], [1.374, -0.341, -5.019], [1.247, 1.014, -2.960], [-1.421, 5.519, 4.446], [-2.460, 4.689, 3.878], [-2.116, 3.785, 2.920], [-3.150, 2.965, 2.408], [-2.879, 2.054, 1.405], [-1.584, 1.936, 0.879], [-1.303, 0.964, -0.272], [-0.251, -0.113, 0.074], [-0.124, -1.233, -0.769], [0.628, -2.350, -0.449], [0.778, -3.459, -1.404], [0.672, -3.228, -2.796], [0.770, -4.270, -3.717], [1.026, -5.576, -3.280], [1.163, -5.823, -1.908], [1.038, -4.783, -0.994], [1.223, -2.431, 0.901], [1.634, -3.514, 1.370], [1.249, -1.183, 1.689], [2.049, -1.094, 2.914], [2.494, 0.163, 3.399], [3.298, 0.243, 4.538], [3.658, -0.915, 5.239], [3.197, -2.160, 4.793], [2.400, -2.240, 3.657], [0.447, -0.127, 1.289], [-0.575, 2.754, 1.379], [-0.810, 3.656, 2.412], [-1.940, 6.140, 5.177], [-0.659, 4.900, 4.944], [-0.948, 6.151, 3.680], [-4.153, 3.103, 2.806], [-3.680, 1.427, 1.010], [-2.241, 0.416, -0.467], [-0.680, -1.230, -1.707], [0.526, -2.204, -3.151], [0.648, -4.058, -4.780], [1.116, -6.387, -4.001], [1.367, -6.829, -1.539], [1.156, -4.985, 0.067], [2.220, 1.079, 2.868], [3.643, 1.218, 4.880], [4.285, -0.852, 6.127], [3.449, -3.080, 5.319], [2.049, -3.209, 3.315], [0.350, 0.708, 1.979], [0.437, 2.676, 0.986], [0.014, 4.273, 2.775]], "gap_ev": 5.710, "homo_ev": -3.488, "total_charge": -1, "smiles": "COc1ccc([C@H](c2cc(-c3ccccc3)c([O-])c(-c3ccccc3)c2)[C@@](C)(C#N)c2ccc(C#N)cc2)cc1"}

=====

{"formula": "C25H26F5LaN2O3S5", "method": "wB97M-V/def2-TZVPD", "species": ["La", "C", "O", "C", "C", "C", "C", "C", "C", "O", "C", "O", "C", "H", "H", "H", "H", "H", "H", "H", "H", "H", "C", "C", "N", "C", "C", "C", "C", "N", "H", "H", "H", "H", "H", "H", "H", "H", "H", "H", "H", "H", "H", "H", "C", "S", "C", "C", "S", "S", "C", "S", "S", "H", "H", "H", "F", "C", "C", "C", "F", "C", "F", "C", "F", "C", "F"], "xyz": [[-0.501, -0.105, 0.183], [-6.281, 3.803, -0.208], [-5.218, 4.730, -0.197], [-3.939, 4.294, -0.177], [-2.979, 5.287, 0.122], [-1.666, 4.943, 0.270], [-1.231, 3.609, 0.148], [0.103, 3.211, 0.506], [1.212, 4.232, 0.450], [0.371, 2.051, 0.875], [-2.175, 2.613, -0.278], [-1.821, 1.411, -0.588], [-3.531, 2.997, -0.409], [-7.178, 4.395, -0.017], [-6.162, 3.052, 0.579], [-6.374, 3.300, -1.175], [-3.316, 6.302, 0.264], [-0.955, 5.697, 0.571], [1.200, 4.739, -0.513], [2.164, 3.729, 0.598], [1.084, 4.979, 1.230], [-4.229, 2.221, -0.690], [2.671, -5.712, -2.623], [1.206, -5.633, -2.192], [0.979, -4.668, -1.130], [1.373, -5.094, 0.207], [2.648, -4.404, 0.697], [0.472, -3.436, -1.336], [0.268, -2.961, -2.746], [0.153, -2.609, -0.394], [2.773, -6.400, -3.458], [3.301, -6.075, -1.815], [3.040, -4.738, -2.934], [0.875, -6.612, -1.830], [0.579, -5.386, -3.046], [1.530, -6.174, 0.177], [0.552, -4.922, 0.911], [3.492, -4.681, 0.070], [2.863, -4.697, 1.722], [2.546, -3.321, 0.670], [1.180, -3.082, -3.326], [0.004, -1.904, -2.716], [-0.539, -3.506, -3.235], [0.325, -3.012, 0.528], [-4.101, 0.126, 2.013], [-3.821, -0.484, 0.315], [-3.456, -2.188, 0.570], [-2.428, -2.657, 1.323], [-1.402, -1.720, 2.343], [-2.153, -4.400, 1.175], [-3.188, -4.659, -0.212], [-3.218, -6.048, -1.062], [-4.212, -3.294, -0.570], [-3.826, 1.178, 2.026], [-3.472, -0.436, 2.696], [-5.152, 0.006, 2.257], [2.062, -0.646, 2.324], [2.701, -0.349, 1.160], [1.881, -0.192, 0.054], [2.513, 0.175, -1.118], [1.680, 0.382, -2.187], [3.882, 0.357, -1.232], [4.449, 0.723, -2.389], [4.670, 0.154, -0.099], [5.999, 0.308, -0.175], [4.081, -0.199, 1.116], [4.844, -0.376, 2.202]], "gap_ev": 7.258, "de_lowest_kcal_mol": 21.8, "homo_ev": -7.554}

=====

{"formula": "C8H14N2S", "method": "wB97M-V/def2-TZVPD", "species": ["C", "C", "C", "C", "C", "C", "C", "C", "N", "N", "S", "H", "H", "H", "H", "H", "H", "H", "H", "H", "H", "H", "H", "H", "H"], "xyz": [[-1.471, -2.342, 0.057], [1.864, -2.574, 0.357], [1.618, -1.508, 1.068], [0.214, -1.132, 1.312], [-0.234, -0.387, -0.316], [0.253, 2.068, 0.336], [-1.334, 1.580, -1.502], [-0.743, 1.151, -0.173], [-0.753, -2.180, 1.326], [-1.136, -1.411, -0.817], [-2.323, -3.733, -0.128], [2.888, -2.746, 0.066], [1.135, -3.040, -0.270], [2.306, -0.858, 1.447], [0.033, -0.508, 2.215], [0.628, -0.370, -0.930], [1.104, 2.287, -0.203], [0.400, 1.854, 1.443], [-0.324, 3.040, 0.371], [-0.460, 1.496, -2.329], [-1.782, 2.613, -1.605], [-2.025, 0.916, -1.823], [-1.444, 1.071, 0.637], [-0.698, -3.074, 1.800], [-1.835, -1.023, -1.451]], "gap_ev": 8.968, "de_lowest_kcal_mol": 63.6, "homo_ev": -8.217, "smiles": "C=C[C@@H]1NC(=S)N[C@H]1C(C)C"}

=====

{"formula": "C6H12O", "method": "wB97M-V/def2-TZVPD", "species": ["C", "C", "C", "C", "C", "C", "H", "H", "H", "H", "H", "H", "H", "H", "H", "H", "H", "H", "O"], "xyz": [[-0.569, 0.480, 0.104], [-1.380, -0.451, 0.953], [-2.456, 0.023, 1.576], [-1.016, -1.912, 1.026], [0.403, -2.199, 1.431], [1.483, -1.867, 0.742], [0.489, 0.447, 0.383], [-0.774, 1.542, 0.238], [-0.645, 0.247, -0.956], [-2.967, 0.951, 1.369], [-3.017, -0.699, 2.166], [-1.722, -2.399, 1.692], [-1.235, -2.304, 0.022], [0.541, -2.645, 2.410], [1.459, -1.712, -0.331], [2.422, -1.638, 1.229], [3.027, 4.889, -4.964], [2.997, 3.568, -4.255], [2.555, 4.424, -4.266]], "gap_ev": 10.105, "de_lowest_kcal_mol": 48.9, "homo_ev": -9.187, "smiles": "C=CCC(=C)C.O"}

=====

{"formula": "C2H2O2V", "method": "wB97M-V/def2-TZVPD", "species": ["O", "C", "C", "O", "V", "H", "H"], "xyz": [[1.185, 0.454, -0.126], [0.184, -0.359, -0.075], [-1.168, 0.091, -0.028], [-1.519, 1.278, 0.105], [2.864, 0.700, 0.139], [0.374, -1.438, 0.021], [-1.920, -0.725, -0.036]], "gap_ev": [6.692, 7.655], "multiplicity": 5, "de_lowest_kcal_mol": 17.4, "homo_ev": [-12.985, -13.893], "total_charge": 1}

=====

{"formula": "C3H2LiO3Sm", "method": "wB97M-V/def2-TZVPD", "species": ["C", "C", "O", "H", "H", "O", "C", "O", "Sm", "Li"], "xyz": [[-1.088, 1.496, 0.635], [-2.055, 1.555, -0.259], [-2.894, 1.580, -1.061], [-0.212, 2.131, 0.502], [-1.249, 0.924, 1.548], [0.811, -1.883, -1.398], [1.286, -1.480, -0.424], [1.818, -1.109, 0.531], [3.316, -0.420, 3.017], [0.268, -2.794, -3.091]], "gap_ev": [3.952, 4.180], "multiplicity": 7, "de_lowest_kcal_mol": 0.0, "homo_ev": [-17.081, -17.083], "total_charge": 3}